ORCA calculation (ωB97M-V with the def2-TZVPD basis set) on a single C6H5F2NO2 molecule in a non-equilibrium geometry.

Each line ends with the Mulliken charge.
Positions of all 16 atoms, in Å:
C (0.558, -1.254, 0.745)  -0.818
H (-1.106, -2.503, 0.585)  0.445
N (0.402, 2.484, 0.802)  0.199
H (2.033, 0.136, 0.448)  0.221
H (1.300, -1.905, 0.297)  0.355
H (0.793, -1.314, 1.757)  0.412
C (0.360, 0.670, -0.915)  0.212
H (-2.428, -1.283, -1.086)  0.426
O (0.457, 1.226, 1.369)  -0.198
C (0.915, 0.235, 0.424)  0.251
O (0.093, 3.386, 1.494)  -0.387
C (-1.469, -0.927, -0.732)  -0.421
C (-0.820, 0.220, -1.363)  0.536
F (1.070, 1.576, -1.598)  -0.308
F (-1.396, 0.840, -2.473)  -0.295
C (-0.762, -1.587, 0.249)  -0.631

- Frontier orbital gap: 9.2 eV
- Energy relative to the best compared isomer or geometry (same formula, charge and spin): 35.0 kcal per mole
- HOMO energy: -8.91 eV
- LUMO energy: 0.280 eV
- SMILES: O=NO[C@H]1CC=CC(F)=C1F
- Spin multiplicity: 1
- Max |F|: 0.064 Eh/bohr